<1>
DFT (ωB97M-V with the def2-TZVPD basis set) results for a cluster of 29 separate species, H58O29 in total.

Properties
* HOMO-LUMO gap: 10.581 eV
* lowest unoccupied orbital energy: 0.003 hartree
* HOMO: -10.50 eV
* net charge: 0

Structure (XYZ):
```
87
Properties=species:S:1:pos:R:3:lowdin_charge:R:1
O 1.32901 -4.36657 -0.23326 -0.06
H 1.70854 -5.23274 -0.12638 0.06
H 1.64386 -3.75844 0.50120 0.05
O 4.03284 2.53966 2.73102 -0.03
H 3.31075 3.11673 2.86583 0.02
H 4.34896 2.80340 1.86367 0.02
O 1.88293 -2.31256 1.58093 -0.06
H 2.59291 -1.67968 1.54677 0.00
H 1.34123 -2.08429 2.36953 0.04
O -2.44625 -3.63538 3.69385 -0.05
H -2.15171 -4.32454 4.28951 0.07
H -2.31645 -3.88712 2.75919 0.05
O -4.49880 1.49980 0.35248 -0.07
H -4.60706 0.59836 0.68010 0.00
H -5.36491 1.93222 0.52700 0.07
O -2.28564 -0.38880 2.15683 -0.07
H -2.24303 -0.05200 1.25340 0.03
H -3.15589 -0.41009 2.61044 0.05
O -4.42511 -1.52521 3.61383 -0.04
H -4.02926 -2.39206 3.68854 0.03
H -5.05060 -1.32898 4.34300 0.10
O -2.71828 -2.99254 -3.12872 -0.07
H -2.50005 -2.06506 -2.82503 0.04
H -3.67052 -3.05977 -3.09695 0.02
O 0.16636 0.79024 -4.97646 -0.05
H 0.51529 1.57161 -4.56868 -0.02
H -0.15182 1.01871 -5.85244 0.05
O -5.38312 -1.27302 1.12221 -0.07
H -5.08570 -1.53114 2.00910 -0.01
H -5.40990 -2.09575 0.63876 -0.03
O 5.21289 0.03528 -1.25058 -0.04
H 5.91497 -0.62293 -1.36054 0.06
H 4.58314 -0.12641 -1.93785 -0.02
O 1.45163 -0.03194 5.26713 -0.04
H 1.66226 0.82282 4.89842 0.02
H 0.99764 -0.55764 4.62659 -0.02
O -0.25468 3.79782 -0.83811 -0.09
H 0.20541 3.92045 -1.72786 0.07
H -0.45971 2.82874 -0.77942 0.03
O 1.42681 -1.42700 -1.31610 -0.05
H 1.38397 -1.16911 -0.38426 0.03
H 1.82237 -2.33160 -1.29023 0.08
O -0.34134 -1.83933 3.24767 -0.08
H -1.09239 -2.48425 3.22551 0.02
H -0.77867 -1.04271 2.90329 0.01
O -2.86772 -3.10856 0.84590 -0.07
H -2.83706 -2.14955 0.73387 0.04
H -2.13309 -3.45810 0.27518 0.02
O -1.29901 -4.59689 -0.71590 -0.06
H -1.40264 -4.13884 -1.53149 0.01
H -0.31550 -4.59949 -0.58414 0.02
O 2.91273 -0.02544 -3.01527 -0.07
H 2.73979 -0.45627 -3.86560 0.07
H 2.20218 -0.34442 -2.39744 0.03
O 3.66378 2.78800 -3.04607 -0.07
H 3.55037 1.82898 -3.17342 0.03
H 3.76153 2.92613 -2.06233 0.07
O 1.16306 3.20534 -3.73648 -0.05
H 2.10655 2.97921 -3.63365 -0.01
H 1.24859 3.87987 -4.40519 0.05
O 3.64481 -0.00870 1.33340 -0.10
H 4.15941 -0.05130 0.47739 0.05
H 3.81358 0.89653 1.73134 0.04
O -1.77245 1.46735 -0.11959 -0.10
H -2.63979 1.93957 -0.19922 0.05
H -1.71653 0.95004 -0.97787 0.04
O 3.54538 5.24351 -4.76513 -0.09
H 4.38550 5.75314 -4.72652 0.05
H 3.77768 4.34451 -4.41924 0.01
O 1.18791 1.05226 0.79256 -0.11
H 1.62600 0.19816 1.15083 0.05
H 0.55350 1.24751 1.54137 0.01
O 0.64372 4.18708 1.67580 -0.06
H 0.42839 5.06206 1.99260 0.05
H 0.39804 4.10749 0.73573 -0.01
O -0.57882 1.73532 2.74155 -0.07
H -0.40857 2.60306 2.41424 -0.01
H -1.56721 1.62704 2.51060 0.09
O -1.13008 -0.14692 -2.42616 -0.08
H -0.26438 -0.47455 -2.10017 0.03
H -0.96826 0.11999 -3.38508 0.06
O 3.31844 2.89287 0.10121 -0.06
H 2.90177 3.74691 0.07649 0.04
H 2.57726 2.27127 0.29562 0.02
O -5.31093 -3.20226 -0.67824 -0.06
H -5.67985 -4.03455 -0.97645 0.06
H -4.53090 -3.50456 -0.15794 0.03
```

=====

<2>
DFT (ωB97M-V with the def2-TZVPD basis set) results for a cluster of 29 separate species, H58O29 in total.

Properties
* HOMO-LUMO gap: 8.597 eV
* lowest unoccupied orbital energy: -0.054 hartree
* HOMO: -10.07 eV
* net charge: 0

Structure (XYZ):
```
87
Properties=species:S:1:pos:R:3:lowdin_charge:R:1
O -1.02365 5.16152 0.04716 -0.04
H -0.63916 5.04463 -0.82160 0.04
H -0.73560 6.03200 0.32194 0.06
O -4.39410 2.12376 -1.04935 -0.01
H -4.32951 3.07813 -1.01411 0.09
H -4.67870 1.93535 -1.94363 0.09
O 2.22503 1.92084 -0.32439 -0.05
H 2.65113 1.09201 -0.10596 0.02
H 1.91376 1.80150 -1.22166 0.03
O -0.14813 -2.84590 3.43268 -0.04
H 0.18522 -2.02556 3.06916 0.01
H 0.63589 -3.32812 3.69536 0.05
O 1.70086 3.19239 -2.84462 -0.02
H 1.95496 4.11247 -2.77314 0.05
H 0.88896 3.20632 -3.35143 0.03
O 0.08050 -0.33644 0.17547 -0.04
H -0.14998 0.58993 0.24577 0.02
H -0.72188 -0.76101 -0.12809 -0.01
O -0.14812 -4.21577 0.64194 -0.04
H 0.25427 -3.79925 -0.12018 0.00
H -0.95676 -3.72403 0.78515 -0.01
O -2.76623 -3.47367 -2.41118 -0.04
H -2.52753 -2.56646 -2.22085 -0.01
H -2.47340 -3.96495 -1.64364 0.00
O 2.79792 -0.66095 -2.90989 -0.03
H 3.28420 0.00517 -2.42405 0.02
H 2.00658 -0.21162 -3.20673 -0.02
O 0.07281 -3.21737 -5.18316 -0.05
H 0.50124 -3.97760 -5.57651 0.03
H 0.45648 -3.15143 -4.30870 -0.02
O 1.58481 1.74345 2.90523 -0.03
H 0.76685 2.05604 2.51862 0.00
H 2.25770 2.31833 2.54058 0.05
O -1.11691 -0.97171 -2.63729 -0.07
H -0.32559 -0.63685 -3.05909 -0.01
H -1.65304 -0.19424 -2.48127 -0.02
O 4.06547 -0.17047 -0.12759 -0.04
H 3.71726 -1.03741 0.08073 0.02
H 4.84536 -0.34531 -0.65430 0.06
O 0.28333 5.03599 2.81222 -0.06
H 0.91747 4.64807 2.20923 -0.04
H 0.73959 5.78841 3.18896 0.04
O -3.85114 1.00230 1.46034 -0.03
H -4.54087 1.43638 1.96241 0.07
H -3.86256 1.43966 0.60898 0.00
O 0.64999 0.20339 -4.28960 -0.03
H 0.13400 0.84702 -4.77512 0.08
H 1.20630 -0.20697 -4.95169 0.08
O -2.78394 -4.23975 3.70693 -0.06
H -1.93256 -3.82805 3.55900 -0.02
H -3.11542 -4.42773 2.82886 -0.02
O 2.10292 4.27837 0.92656 -0.04
H 1.94916 3.44618 0.47929 -0.01
H 2.39115 4.87324 0.23425 0.06
O -2.48627 -1.21594 0.19604 -0.02
H -3.10300 -0.74110 0.75317 0.02
H -2.62603 -2.13738 0.41434 0.00
O 4.60904 3.36268 0.08317 -0.06
H 3.77049 2.90561 0.01881 -0.04
H 5.25591 2.71928 -0.20638 0.03
O 0.55722 -5.45544 -3.16966 -0.06
H 0.46350 -4.55218 -2.86706 -0.04
H 1.10785 -5.87425 -2.50811 0.03
O 2.04884 -1.24126 3.42812 -0.04
H 3.00239 -1.23784 3.34470 0.05
H 1.77990 -0.36782 3.14349 0.01
O -3.13036 -3.93353 0.63493 -0.04
H -3.00969 -4.87376 0.50213 0.08
H -4.07286 -3.82854 0.76497 0.08
O 1.53891 1.60293 5.73768 -0.06
H 1.65182 1.54933 4.78867 -0.03
H 0.62582 1.86449 5.85632 0.03
O -0.69079 2.75671 1.55655 -0.04
H -1.62220 2.79431 1.77405 0.05
H -0.54794 3.50891 0.98207 -0.01
O 0.79418 -2.99126 -2.20879 -0.04
H 1.52847 -2.39773 -2.05135 0.04
H 0.03672 -2.41465 -2.30888 0.01
O -1.99790 0.41447 3.64451 -0.03
H -1.35845 0.91732 3.14005 0.00
H -2.75152 0.33004 3.06043 -0.01
O 2.07141 -2.23888 0.44599 -0.05
H 1.82329 -2.72278 1.23372 0.03
H 1.36894 -1.59991 0.32563 -0.02
O -2.17689 1.30808 -2.14409 -0.02
H -2.90028 1.61742 -1.59888 -0.01
H -1.90691 2.07829 -2.64421 0.06
```

=====

Which one sits at the top of the stability order? <1> does.

=====

<1>
DFT (ωB97M-V with the def2-TZVPD basis set) results for a structure of composition CH2O4S.

Properties
* HOMO-LUMO gap: 10.984 eV
* lowest unoccupied orbital energy: -0.014 hartree
* HOMO: -11.37 eV
* net charge: 0

Structure (XYZ):
```
8
Properties=species:S:1:pos:R:3:nbo_charge:R:1
C -1.62841 -0.11837 -0.23637 0.73
O -2.55583 0.50125 -0.14797 -0.35
O 0.92200 -0.87757 -0.80822 -1.00
O 1.96937 1.21628 -0.30871 -0.90
O -0.24069 0.64847 0.76028 -0.90
S 1.11444 0.16943 0.11698 2.24
H -1.12261 -0.91709 -0.65885 0.24
H 1.54173 -0.62241 1.28286 -0.04
```

=====

<2>
DFT (ωB97M-V with the def2-TZVPD basis set) results for a cluster of 3 separate species, CH2O4S in total.

Properties
* HOMO-LUMO gap (alpha / beta): 8.925 / 8.924 eV
* lowest unoccupied orbital energy (alpha / beta): -0.036 / -0.036 hartree
* HOMO (alpha / beta): -9.91 / -9.91 eV
* net charge: 0

Structure (XYZ):
```
8
Properties=species:S:1:pos:R:3:nbo_charge:R:1
C 0.63504 0.64106 1.32900 0.68
O -1.72075 -2.18568 -0.17722 -0.83
O -0.49954 -0.57777 -1.64229 -0.86
O 0.35506 -0.48412 1.27755 -0.45
O 0.62033 1.64803 -0.44949 -0.99
S -0.51706 -1.72344 -0.79465 1.69
H 0.95553 1.67138 1.52770 0.30
H 0.17140 1.01054 -1.07061 0.47
```

=====

Which one sits at the top of the stability order? <1> does.